No. 1
C56H40Br3F6N2O23 | wB97M-V/def2-TZVPD

Geometry (Å):
N (-20.299, -23.940, 1.441)
O (-20.318, -24.149, 2.631)
O (-21.246, -23.422, 0.906)
O (-19.135, -23.999, 0.930)
N (-19.805, -27.067, 4.627)
O (-19.588, -27.505, 3.486)
O (-19.270, -27.639, 5.578)
O (-20.278, -26.007, 4.763)
C (-26.113, -24.756, 2.147)
O (-24.875, -25.453, 1.906)
O (-25.974, -23.482, 1.587)
C (-27.470, -25.602, 1.963)
F (-27.387, -26.701, 1.231)
F (-27.955, -26.033, 3.196)
F (-28.462, -24.925, 1.276)
C (-24.544, -26.547, 2.733)
C (-23.124, -26.870, 2.596)
H (-22.876, -27.158, 1.574)
H (-22.370, -26.092, 2.719)
H (-22.646, -27.626, 3.218)
H (-25.197, -27.361, 2.417)
H (-24.721, -26.424, 3.802)
H (-26.008, -24.608, 3.222)
C (-28.411, -29.541, 2.905)
C (-27.628, -29.464, 4.177)
O (-26.979, -30.686, 4.218)
C (-27.750, -31.555, 3.637)
O (-27.665, -32.772, 3.877)
O (-28.672, -30.930, 2.928)
F (-28.490, -29.327, 5.214)
H (-27.877, -29.363, 1.972)
H (-29.219, -28.816, 2.807)
H (-26.956, -28.607, 4.123)
C (-20.455, -28.458, 0.745)
C (-21.088, -29.457, -0.221)
O (-20.430, -29.105, -1.352)
C (-20.194, -27.669, -1.358)
O (-19.815, -27.012, -2.371)
O (-20.335, -27.248, -0.017)
F (-22.386, -29.257, -0.453)
H (-19.448, -28.779, 1.011)
H (-20.825, -28.256, 1.750)
H (-20.807, -30.485, 0.007)
C (-32.318, -26.886, 5.893)
C (-31.589, -25.668, 5.384)
O (-32.664, -24.856, 4.851)
C (-33.652, -25.702, 4.445)
O (-34.581, -25.364, 3.710)
O (-33.420, -26.887, 4.998)
F (-30.657, -25.990, 4.447)
H (-32.656, -26.844, 6.929)
H (-31.770, -27.828, 5.875)
H (-31.028, -25.030, 6.067)
C (-24.494, -18.983, -6.543)
C (-23.669, -19.070, -5.412)
C (-24.104, -19.848, -4.345)
C (-25.356, -20.458, -4.379)
C (-26.132, -20.455, -5.556)
C (-25.718, -19.621, -6.678)
C (-27.437, -21.257, -5.581)
O (-28.208, -21.303, -6.499)
C (-27.636, -22.193, -4.456)
C (-28.522, -23.300, -4.563)
C (-28.869, -24.159, -3.518)
C (-28.259, -23.896, -2.318)
C (-27.184, -23.025, -2.197)
C (-26.861, -22.109, -3.295)
C (-25.742, -21.205, -3.118)
O (-25.131, -21.086, -2.046)
H (-24.201, -18.319, -7.343)
H (-22.688, -18.622, -5.462)
H (-23.457, -19.855, -3.480)
H (-26.301, -19.439, -7.568)
H (-28.991, -23.458, -5.522)
H (-29.579, -24.943, -3.737)
H (-28.483, -24.570, -1.505)
H (-26.608, -22.947, -1.286)
C (-27.143, -22.793, 5.919)
C (-27.878, -22.271, 7.030)
C (-28.179, -20.928, 7.015)
C (-27.726, -20.065, 5.940)
C (-26.894, -20.597, 4.912)
C (-26.600, -21.971, 4.894)
C (-26.211, -19.730, 3.800)
O (-25.473, -20.182, 2.944)
C (-26.587, -18.247, 3.852)
C (-25.966, -17.371, 2.974)
C (-26.313, -16.060, 2.931)
C (-27.304, -15.574, 3.754)
C (-27.869, -16.392, 4.697)
C (-27.582, -17.770, 4.725)
C (-28.188, -18.628, 5.889)
O (-28.984, -18.110, 6.638)
H (-26.852, -23.833, 5.885)
H (-28.081, -22.904, 7.882)
H (-28.767, -20.622, 7.868)
H (-25.865, -22.426, 4.248)
H (-25.224, -17.588, 2.220)
H (-26.002, -15.393, 2.140)
H (-27.599, -14.549, 3.585)
H (-28.564, -15.908, 5.367)
C (-26.474, -16.770, -2.243)
C (-27.404, -15.763, -1.901)
C (-28.384, -15.989, -0.950)
C (-28.435, -17.174, -0.220)
C (-27.450, -18.222, -0.518)
C (-26.465, -17.960, -1.522)
C (-27.517, -19.481, 0.243)
O (-26.659, -20.291, 0.139)
C (-28.635, -19.690, 1.202)
C (-28.685, -20.821, 1.943)
C (-29.570, -21.012, 3.019)
C (-30.373, -19.932, 3.489)
C (-30.323, -18.686, 2.783)
C (-29.404, -18.617, 1.701)
C (-29.362, -17.334, 0.941)
O (-30.010, -16.406, 1.411)
H (-25.720, -16.600, -2.997)
H (-27.325, -14.821, -2.424)
H (-29.274, -15.377, -0.957)
H (-25.753, -18.750, -1.713)
H (-28.001, -21.588, 1.610)
H (-29.486, -21.949, 3.549)
H (-30.988, -19.989, 4.374)
H (-30.855, -17.823, 3.156)
C (-31.393, -24.246, 0.700)
Br (-31.440, -24.050, -1.292)
Br (-31.538, -26.085, 1.222)
Br (-32.611, -23.010, 1.676)
H (-30.421, -23.848, 0.991)

Values from the calculation:
- LUMO: 3.5 eV
- Kohn-Sham gap: 2.7 eV
- Charge: -3
- Max |F|: 0.1233 Eh/bohr

Atomic partial charges in e from the Löwdin method, atoms 1 to 6: number 1, N, carries -0.687; number 2, O, carries -0.065; number 3, O, carries -0.058; number 4, O, carries -0.155; number 5, N, carries -0.704; number 6, O, carries -0.093

=====

No. 2
C56H42IMoN4O4S2Si | wB97M-V/def2-TZVPD

Geometry (Å):
Mo (-0.977, -0.918, 0.433)
C (1.575, -0.427, 4.150)
C (0.273, 0.298, 4.275)
N (0.056, 1.095, 5.297)
C (-1.134, 1.721, 5.396)
C (-2.166, 1.564, 4.510)
C (-3.460, 2.297, 4.724)
O (-4.572, 1.427, 4.953)
C (-1.964, 0.710, 3.399)
C (-3.021, 0.405, 2.463)
N (-2.773, -0.306, 1.435)
C (-3.657, -0.729, 0.367)
C (-4.678, 0.219, -0.310)
C (-6.064, -0.333, -0.464)
C (-6.337, -1.610, -0.200)
C (-5.295, -2.567, 0.194)
C (-4.062, -2.165, 0.487)
I (-2.345, -3.391, 0.572)
C (-0.716, 0.100, 3.264)
O (-0.375, -0.673, 2.258)
H (2.145, -0.303, 5.068)
H (1.414, -1.487, 3.937)
H (2.151, -0.025, 3.312)
H (-1.255, 2.378, 6.253)
H (-3.338, 2.997, 5.554)
H (-3.730, 2.882, 3.843)
H (-4.332, 0.824, 5.664)
H (-4.033, 0.746, 2.668)
H (-4.701, 1.206, 0.164)
H (-6.856, 0.334, -0.791)
H (-7.346, -1.987, -0.324)
H (-5.540, -3.624, 0.179)
S (0.799, -3.864, 2.085)
C (1.873, -4.817, 1.158)
C (2.975, -5.446, 1.790)
C (3.905, -6.191, 1.099)
C (5.006, -6.772, 1.820)
N (5.882, -7.237, 2.405)
C (3.782, -6.376, -0.291)
C (2.707, -5.777, -0.936)
C (1.768, -5.008, -0.257)
S (0.484, -4.277, -1.201)
C (4.735, -7.127, -1.047)
N (5.486, -7.728, -1.684)
H (3.089, -5.312, 2.857)
H (2.603, -5.898, -2.006)
C (-2.714, -0.563, -0.813)
C (-3.666, 0.154, -1.464)
C (-3.728, 0.710, -2.818)
C (-3.167, 0.008, -3.886)
C (-3.211, 0.525, -5.172)
C (-3.821, 1.750, -5.411)
C (-4.389, 2.452, -4.356)
C (-4.348, 1.934, -3.071)
H (-2.702, -0.952, -3.688)
H (-2.774, -0.033, -5.992)
H (-3.856, 2.154, -6.416)
H (-4.860, 3.412, -4.536)
H (-4.782, 2.492, -2.248)
O (-0.484, 0.959, 0.143)
Si (0.555, 2.130, -0.266)
C (2.170, 2.118, 0.694)
C (2.230, 2.728, 1.953)
C (3.404, 2.746, 2.693)
C (4.553, 2.156, 2.179)
C (4.518, 1.549, 0.932)
C (3.337, 1.534, 0.199)
C (-0.303, 3.742, 0.188)
C (-1.333, 3.721, 1.133)
C (-1.941, 4.893, 1.567)
C (-1.529, 6.117, 1.055)
C (-0.514, 6.159, 0.108)
C (0.091, 4.983, -0.316)
C (0.930, 2.074, -2.102)
C (1.950, 2.834, -2.686)
C (2.205, 2.772, -4.049)
C (1.445, 1.938, -4.858)
C (0.429, 1.175, -4.299)
C (0.176, 1.244, -2.934)
H (1.342, 3.200, 2.367)
H (3.421, 3.216, 3.669)
H (5.473, 2.167, 2.753)
H (5.404, 1.072, 0.532)
H (3.328, 1.044, -0.770)
H (-1.660, 2.765, 1.531)
H (-2.734, 4.853, 2.305)
H (-1.998, 7.034, 1.392)
H (-0.192, 7.111, -0.299)
H (0.881, 5.039, -1.061)
H (2.573, 3.472, -2.065)
H (3.004, 3.366, -4.478)
H (1.646, 1.885, -5.922)
H (-0.169, 0.525, -4.924)
H (-0.622, 0.645, -2.507)
C (0.835, -2.389, -3.062)
C (1.048, -2.424, -1.558)
O (0.189, -1.589, -0.945)
C (2.465, -2.279, -1.109)
C (2.770, -1.756, 0.142)
C (4.088, -1.714, 0.575)
C (5.112, -2.168, -0.240)
C (4.816, -2.658, -1.506)
C (3.501, -2.713, -1.936)
H (-0.200, -2.101, -3.248)
H (1.032, -3.352, -3.527)
H (1.484, -1.634, -3.511)
H (1.984, -1.419, 0.799)
H (4.306, -1.334, 1.566)
H (6.138, -2.151, 0.111)
H (5.609, -3.021, -2.148)
H (3.275, -3.129, -2.911)

Values from the calculation:
- LUMO (alpha / beta): 1.4 / 1.4 eV
- Kohn-Sham gap (alpha / beta): 6.0 / 6.0 eV
- Charge: -1
- Max |F|: 0.0496 Eh/bohr

Atomic partial charges in e from the Löwdin method, atoms 1 to 6: number 1, Mo, carries 1.547; number 2, C, carries -0.009; number 3, C, carries -0.244; number 4, N, carries 0.122; number 5, C, carries -0.102; number 6, C, carries -0.167

=====

No. 3
C56H42NOP2PdS | wB97M-V/def2-TZVPD

Geometry (Å):
Pd (-0.110, 0.168, 0.415)
O (-1.431, 0.359, 2.844)
S (0.020, 0.372, 2.633)
C (0.739, 1.791, 3.291)
C (1.560, 1.626, 4.408)
C (1.957, 2.705, 5.205)
C (1.472, 3.950, 4.890)
C (1.639, 5.273, 5.585)
C (0.835, 6.282, 4.727)
C (0.282, 5.464, 3.589)
C (-0.494, 5.816, 2.517)
C (-0.821, 4.817, 1.587)
C (-0.424, 3.489, 1.709)
P (-0.763, 2.479, 0.267)
C (0.331, 2.982, -1.072)
C (0.293, 2.251, -2.264)
C (1.100, 2.606, -3.331)
C (1.968, 3.686, -3.210)
C (2.022, 4.406, -2.025)
C (1.207, 4.058, -0.956)
C (-2.461, 2.830, -0.205)
C (-2.816, 3.236, -1.489)
C (-4.152, 3.471, -1.789)
C (-5.126, 3.300, -0.816)
C (-4.772, 2.895, 0.467)
C (-3.444, 2.658, 0.777)
C (0.312, 3.089, 2.856)
C (0.673, 4.118, 3.740)
C (0.732, -1.016, 3.381)
C (0.049, -1.451, 4.515)
C (0.579, -2.436, 5.362)
C (1.825, -2.937, 5.075)
C (2.684, -3.940, 5.799)
C (3.985, -4.040, 4.958)
C (3.760, -3.118, 3.786)
C (4.542, -2.811, 2.702)
C (4.018, -1.941, 1.731)
C (2.770, -1.339, 1.841)
P (2.157, -0.468, 0.424)
C (2.134, -1.582, -0.976)
C (1.911, -1.065, -2.260)
C (1.914, -1.913, -3.355)
C (2.131, -3.275, -3.178)
C (2.318, -3.797, -1.905)
C (2.306, -2.959, -0.800)
C (3.220, 0.930, 0.062)
C (4.087, 0.925, -1.033)
C (5.005, 1.956, -1.183)
C (5.063, 2.982, -0.255)
C (4.201, 2.989, 0.837)
C (3.283, 1.969, 0.995)
C (1.984, -1.580, 2.997)
C (2.500, -2.503, 3.916)
H (1.886, 0.637, 4.692)
H (2.589, 2.531, 6.065)
H (2.695, 5.538, 5.658)
H (1.265, 5.211, 6.607)
H (1.458, 7.096, 4.356)
H (0.026, 6.742, 5.295)
H (-0.839, 6.829, 2.359)
H (-1.404, 5.105, 0.719)
H (-0.401, 1.422, -2.379)
H (1.045, 2.057, -4.263)
H (2.594, 3.972, -4.044)
H (2.694, 5.249, -1.933)
H (1.261, 4.630, -0.039)
H (-2.065, 3.399, -2.250)
H (-4.427, 3.803, -2.781)
H (-6.164, 3.492, -1.052)
H (-5.532, 2.772, 1.227)
H (-3.172, 2.352, 1.782)
H (-0.901, -0.995, 4.762)
H (0.016, -2.750, 6.231)
H (2.168, -4.898, 5.873)
H (2.878, -3.614, 6.821)
H (4.181, -5.058, 4.621)
H (4.860, -3.726, 5.527)
H (5.528, -3.235, 2.564)
H (4.618, -1.750, 0.847)
H (1.781, 0.000, -2.408)
H (1.774, -1.512, -4.351)
H (2.158, -3.932, -4.038)
H (2.485, -4.859, -1.774)
H (2.466, -3.374, 0.187)
H (4.077, 0.118, -1.751)
H (5.686, 1.944, -2.024)
H (5.791, 3.775, -0.373)
H (4.257, 3.785, 1.568)
H (2.635, 1.976, 1.859)
C (-2.076, -0.222, -0.303)
C (-1.506, -1.542, -0.345)
C (-1.161, -2.124, -1.593)
C (-0.808, -3.445, -1.656)
C (-0.736, -4.192, -0.468)
C (-1.024, -3.639, 0.775)
C (-1.426, -2.317, 0.838)
C (-0.324, -5.570, -0.545)
N (0.057, -6.652, -0.603)
H (-2.680, 0.062, 0.550)
H (-2.321, 0.299, -1.222)
H (-1.203, -1.523, -2.492)
H (-0.573, -3.917, -2.598)
H (-0.958, -4.249, 1.665)
H (-1.710, -1.871, 1.783)

Values from the calculation:
- LUMO: -10.1 eV
- Kohn-Sham gap: 5.6 eV
- Charge: +3
- Max |F|: 0.0205 Eh/bohr

Atomic partial charges in e from the Löwdin method, atoms 1 to 6: number 1, Pd, carries 0.596; number 2, O, carries -0.364; number 3, S, carries 0.871; number 4, C, carries -0.321; number 5, C, carries -0.014; number 6, C, carries 0.033

=====

No. 4
C56H44CaN3O5S4 | wB97M-V/def2-TZVPD

Geometry (Å):
Ca (-0.985, 0.741, 0.940)
C (-5.200, 2.083, 1.016)
C (-3.855, 1.589, 1.505)
N (-2.760, 1.981, 0.930)
N (-2.845, 2.904, -0.066)
C (-1.740, 3.457, -0.433)
S (-0.179, 3.252, 0.165)
S (-1.983, 4.744, -1.661)
C (-3.042, 5.859, -0.638)
C (-2.246, 6.356, 0.519)
C (-1.417, 7.465, 0.386)
C (-0.607, 7.866, 1.430)
C (-0.608, 7.161, 2.622)
C (-1.440, 6.065, 2.770)
C (-2.257, 5.667, 1.727)
C (-3.785, 0.695, 2.637)
C (-4.959, 0.164, 3.199)
C (-4.947, -0.722, 4.250)
C (-3.724, -1.127, 4.787)
C (-2.556, -0.618, 4.290)
C (-2.520, 0.321, 3.222)
O (-1.398, 0.785, 2.843)
H (-5.031, 2.736, 0.163)
H (-5.720, 2.634, 1.799)
H (-5.826, 1.248, 0.697)
H (-3.899, 5.263, -0.330)
H (-3.350, 6.662, -1.307)
H (-1.405, 8.006, -0.549)
H (0.039, 8.726, 1.311)
H (0.043, 7.462, 3.432)
H (-1.447, 5.506, 3.694)
H (-2.901, 4.808, 1.848)
H (-5.917, 0.433, 2.778)
H (-5.878, -1.099, 4.653)
H (-3.707, -1.847, 5.595)
H (-1.596, -0.936, 4.669)
O (-2.020, 0.009, -2.885)
C (-1.889, -0.086, -1.670)
O (-0.872, 0.197, -0.986)
C (-3.031, -0.735, -0.880)
C (-4.209, -1.122, -1.512)
C (-5.129, -1.864, -0.797)
C (-4.834, -2.215, 0.512)
C (-3.646, -1.762, 1.065)
N (-2.773, -1.037, 0.385)
H (-4.367, -0.837, -2.541)
H (-6.048, -2.199, -1.259)
H (-5.511, -2.827, 1.086)
H (-3.352, -2.009, 2.076)
C (7.231, 3.824, 0.315)
C (5.955, 3.041, 0.400)
C (5.971, 1.678, 0.675)
C (4.789, 0.969, 0.801)
C (3.579, 1.622, 0.649)
C (3.540, 2.979, 0.378)
C (4.728, 3.678, 0.249)
S (2.015, 0.689, 0.864)
O (2.375, -0.431, 1.734)
C (2.074, 0.103, -0.845)
C (1.791, 1.089, -1.805)
C (1.745, 0.771, -3.128)
C (1.942, -0.562, -3.546)
C (1.858, -0.930, -4.904)
C (1.988, -2.234, -5.290)
C (2.204, -3.233, -4.328)
C (2.317, -2.906, -3.005)
C (2.203, -1.565, -2.578)
C (2.297, -1.203, -1.202)
C (2.600, -2.273, -0.227)
C (3.893, -2.856, -0.168)
C (4.968, -2.378, -0.947)
C (6.201, -2.962, -0.874)
C (6.423, -4.051, -0.017)
C (5.407, -4.524, 0.767)
C (4.125, -3.939, 0.724)
C (3.078, -4.393, 1.554)
C (1.855, -3.788, 1.510)
C (1.619, -2.749, 0.606)
S (0.048, -1.843, 0.717)
O (-0.428, -2.105, 2.070)
C (-0.850, -3.057, -0.303)
C (-0.919, -2.960, -1.682)
C (-1.830, -3.741, -2.375)
C (-2.672, -4.621, -1.708)
C (-3.770, -5.350, -2.422)
C (-2.528, -4.768, -0.333)
C (-1.632, -3.985, 0.364)
H (8.071, 3.184, 0.056)
H (7.444, 4.287, 1.279)
H (7.151, 4.618, -0.424)
H (6.916, 1.169, 0.799)
H (4.790, -0.086, 1.033)
H (2.590, 3.487, 0.283)
H (4.704, 4.737, 0.040)
H (1.595, 2.097, -1.473)
H (1.525, 1.524, -3.870)
H (1.675, -0.155, -5.633)
H (1.917, -2.509, -6.334)
H (2.280, -4.266, -4.638)
H (2.474, -3.680, -2.268)
H (4.798, -1.539, -1.606)
H (7.017, -2.590, -1.479)
H (7.399, -4.514, 0.017)
H (5.572, -5.356, 1.439)
H (3.266, -5.206, 2.239)
H (1.049, -4.069, 2.169)
H (-0.303, -2.252, -2.215)
H (-1.907, -3.634, -3.447)
H (-3.568, -5.430, -3.486)
H (-4.702, -4.798, -2.295)
H (-3.914, -6.346, -2.007)
H (-3.147, -5.475, 0.199)
H (-1.554, -4.036, 1.440)

Values from the calculation:
- LUMO: 2.3 eV
- Kohn-Sham gap: 6.8 eV
- Charge: -1
- Max |F|: 0.0660 Eh/bohr

Atomic partial charges in e from the Löwdin method, atoms 1 to 6: number 1, Ca, carries 1.110; number 2, C, carries -0.020; number 3, C, carries -0.263; number 4, N, carries -0.112; number 5, N, carries -0.084; number 6, C, carries -1.137